Entry 1:
Density functional theory data (ωB97M-V/def2-TZVPD) for a molecular structure, C4H7NO2 in a non-equilibrium geometry.

```
14
C4H7NO2 (ωB97M-V/def2-TZVPD)
O 0.524 -0.028 1.955
H 1.820 -0.778 -0.646
C -0.244 -0.594 -0.046
H -1.110 -1.180 0.258
H -1.511 2.180 -0.138
C 0.945 -1.405 -0.481
H 1.458 -0.170 1.746
H 1.159 -2.182 0.253
O -1.236 1.044 -2.180
N -0.966 -0.035 -1.816
H -0.550 2.533 1.404
C -0.209 0.691 0.497
C -0.798 1.847 0.610
H 0.717 -1.922 -1.416
```

LUMO energy (spin up / spin down): 0.1 / 0.1 eV
E_tot: -9840.1764 eV
relative energy (zero: lowest compared OMol25 entry of this formula, charge and spin): 685.4 kJ/mol

Results of the Löwdin charge analysis, in e, for atoms 1 through 2: atom 1 (O): -0.1436, atom 2 (H): 0.0875



Entry 2:
Density functional theory data (ωB97M-V/def2-TZVPD) for a molecular structure, C16H17FLiN9O4S2 in a non-equilibrium geometry.

```
50
C16H17FLiN9O4S2 (ωB97M-V/def2-TZVPD)
C 0.958 -4.064 -0.198
H 1.327 3.283 3.453
H 3.442 -3.048 0.912
N 4.139 -0.995 -0.052
H -2.764 4.483 3.460
H 1.843 0.068 -3.922
N 4.262 0.300 -0.296
N 2.943 0.006 1.499
C 1.324 2.188 -5.189
Li -3.521 0.834 0.204
H 0.313 0.015 -3.041
H -3.001 -2.795 2.049
C -2.291 3.034 1.820
H 1.908 -2.427 1.416
H -2.424 -1.273 1.822
C -1.141 2.431 1.216
C 0.484 -2.759 -0.615
N 3.268 -1.132 0.916
C -1.966 3.826 2.970
H -1.372 1.783 -3.562
O -3.315 -2.610 -0.911
C -3.496 -1.903 0.098
F 1.133 -2.126 -1.626
H 3.284 1.878 0.780
H -0.855 3.236 -4.487
H 1.549 1.229 -2.482
S -3.949 2.873 1.205
N 2.935 -2.338 1.418
N 0.530 1.657 -4.253
N 0.065 -4.615 0.694
N 2.057 2.520 -6.026
H -0.821 -1.142 -0.144
H 0.446 -5.442 1.078
O -4.296 -0.972 0.213
H 0.865 1.791 1.459
H -0.390 3.072 -2.838
C -2.634 -2.167 1.297
O 1.963 -4.675 -0.536
O -1.763 -4.709 2.094
C -0.661 3.973 3.498
S -1.326 1.540 -0.296
N -1.391 -2.802 0.914
C 0.095 2.414 1.855
C -0.565 2.475 -3.753
C 3.518 0.878 0.669
C -0.568 -2.163 0.011
C 1.189 0.659 -3.341
H -0.548 4.631 4.329
C 0.344 3.177 2.979
C -1.125 -4.098 1.237
```

LUMO energy: 4.5 eV
E_tot: -63063.7429 eV
relative energy (zero: lowest compared OMol25 entry of this formula, charge and spin): 46.3 kJ/mol
total charge: -2

Results of the Löwdin charge analysis, in e, for atoms 1 through 2: atom 1 (C): -0.4600, atom 2 (H): 0.0816



Entry 3:
Density functional theory data (ωB97M-V/def2-TZVPD) for 2 unconnected molecules or ions with the total composition C3H9NO in a non-equilibrium geometry.

```
14
C3H9NO (ωB97M-V/def2-TZVPD)
C 1.931 -0.528 0.247
H -0.816 0.669 0.573
H -3.008 -0.728 -0.219
H 3.054 1.226 0.460
N 0.580 -0.985 -0.052
H 0.209 -1.376 0.816
C -2.355 0.065 -0.599
H 0.499 -1.785 -0.673
H -2.910 0.803 -1.191
C 2.122 0.782 0.131
H 1.471 1.294 -0.582
H 2.751 -1.217 0.245
O -1.752 0.837 0.418
H -1.649 -0.498 -1.209
```

LUMO energy: 0.9 eV
structure (SMILES): C=CN.CO
E_tot: -6792.5129 eV
relative energy (zero: lowest compared OMol25 entry of this formula, charge and spin): 245.3 kJ/mol

Results of the Löwdin charge analysis, in e, for atoms 1 through 2: atom 1 (C): -0.2560, atom 2 (H): 0.0301